(1)
Density functional theory data (ωB97M-V/def2-TZVPD) for C38H23F19IrN3P as an isolated structure.

Properties
* strongest force on any atom: 0.87 eV/Å
* charge: +1
* multiplicity: 5
* HOMO level (spin up / spin down): -10.00 / -11.11 eV
* Kohn-Sham gap (spin up / spin down): 0.2646 / 0.1946 hartree
* LUMO level (spin up / spin down): -2.802 / -5.811 eV

XYZ file:
```
85
C38H23F19IrN3P (ωB97M-V/def2-TZVPD)
Ir -1.0054 0.5122 1.2501
C -0.4827 -2.3448 2.6434
N -0.8854 -0.9984 3.0714
C -2.2471 -0.9651 3.6092
C -3.2937 -1.1086 2.5291
N -3.0682 -0.1372 1.4559
C -4.0093 0.0416 0.4973
C -3.8381 1.0773 -0.4684
F -2.7483 1.8331 -0.4408
C -4.7516 1.3674 -1.4444
F -4.5300 2.3517 -2.2943
C -5.9171 0.6161 -1.5406
F -6.7976 0.8807 -2.4709
C -6.1318 -0.4255 -0.6503
F -7.2267 -1.1582 -0.7549
C -5.2129 -0.7095 0.3301
F -5.4950 -1.7486 1.1033
C 0.0791 -0.4201 4.0210
C 1.1853 0.2936 3.2755
N 0.5525 1.2372 2.3544
C 1.1383 2.4802 2.1212
C 2.5131 2.7262 2.1943
F 3.3601 1.7252 2.4829
C 3.0650 3.9662 1.9378
F 4.3818 4.1301 2.0113
C 2.2606 5.0262 1.5812
F 2.7863 6.2148 1.3234
C 0.8971 4.8278 1.4858
F 0.1038 5.8324 1.1299
C 0.3622 3.5891 1.7567
F -0.9664 3.4557 1.6368
H -0.5670 -3.0625 3.4694
H 0.5495 -2.3214 2.3043
H -1.1046 -2.6841 1.8128
H -2.3871 -0.0011 4.0981
H -2.3958 -1.7522 4.3582
H -4.2685 -0.9572 2.9889
H -3.2897 -2.1193 2.1157
H 0.4805 -1.1880 4.6909
H -0.4420 0.3220 4.6237
H 1.8215 -0.4169 2.7380
H 1.8129 0.8080 4.0013
F 0.6649 4.9007 -4.6805
C 1.7917 4.4671 -4.0919
F 2.2784 5.4844 -3.3634
F 2.6774 4.1906 -5.0558
C 1.5083 3.2702 -3.2205
C 0.6233 3.4202 -2.1634
C 0.3326 2.3264 -1.3636
C 0.9164 1.0824 -1.6082
C 1.8158 0.9583 -2.6654
C 2.1084 2.0474 -3.4710
P 0.4262 -0.3280 -0.5565
C -0.3368 -1.5504 -1.6744
C 0.3836 -2.2065 -2.6699
C -0.2427 -3.1251 -3.4983
C -1.5896 -3.3998 -3.3259
C -2.3191 -2.7633 -2.3337
C -1.6882 -1.8439 -1.5109
C -2.2891 -4.4232 -4.1827
F -2.6968 -5.4637 -3.4358
F -3.3809 -3.8996 -4.7632
F -1.4961 -4.8970 -5.1487
C 1.9956 -1.0810 -0.0627
C 3.0799 -0.2593 0.2214
C 4.2484 -0.7963 0.7399
C 4.3289 -2.1584 0.9726
C 3.2589 -2.9935 0.6772
C 2.0915 -2.4559 0.1616
C 5.5663 -2.7476 1.5956
F 5.3949 -2.9056 2.9210
F 6.6336 -1.9609 1.4173
F 5.8452 -3.9542 1.0826
H 0.1665 4.3833 -1.9673
H -0.3686 2.4433 -0.5429
H 2.3182 0.0190 -2.8576
H 2.8068 1.9482 -4.2915
H 1.4436 -2.0255 -2.7933
H 0.3172 -3.6331 -4.2723
H -3.3705 -2.9926 -2.2048
H -2.2448 -1.3541 -0.7211
H 3.0194 0.8075 0.0325
H 5.0921 -0.1564 0.9627
H 3.3425 -4.0598 0.8464
H 1.2592 -3.1107 -0.0724
```



(2)
Density functional theory data (ωB97M-V/def2-TZVPD) for C38H25FHfI2N2O4 as an isolated structure.

Properties
* strongest force on any atom: 0.45 eV/Å
* ΔE to the lowest compared entry with this formula, charge and spin: 0.000 eV
* multiplicity: 1
* HOMO level: -5.39 eV
* Kohn-Sham gap: 0.1569 hartree
* LUMO level: -1.118 eV

XYZ file:
```
73
C38H25FHfI2N2O4 (ωB97M-V/def2-TZVPD)
Hf -0.4132 1.2546 -0.2212
C 2.1268 2.3303 6.7254
C 1.0540 1.2516 6.7531
C 1.5897 -0.0110 7.4074
C 0.5424 -1.1074 7.4120
C 0.0981 -1.3859 6.0065
C -0.3376 -2.6296 5.6229
C -0.7581 -2.8640 4.3137
F -1.1742 -4.0993 4.0056
C -0.7566 -1.8861 3.3661
C -0.3147 -0.6048 3.7363
C -0.3352 0.4535 2.7512
O -0.7385 0.1749 1.5684
C 0.0523 1.7373 3.1729
C 0.4659 1.9026 4.4741
N 0.5527 0.9304 5.3797
C 0.1231 -0.3527 5.0452
C 0.0189 3.0000 2.3362
O -0.0351 4.0677 2.9053
O 0.0570 2.8360 1.0449
H 2.5468 2.4169 7.7270
H 1.7511 3.3141 6.4536
H 2.9319 2.0576 6.0414
H 0.1886 1.6063 7.3210
H 1.8924 0.2404 8.4237
H 2.4855 -0.3396 6.8722
H -0.3167 -0.7908 8.0121
H 0.9271 -2.0194 7.8679
H -0.3643 -3.4484 6.3307
H -1.0822 -2.0740 2.3535
H 0.7404 2.8992 4.7824
I -5.2714 0.0551 -1.8806
C -3.8741 1.3035 -2.7621
C -4.1797 1.9265 -3.9948
C -3.2863 2.7410 -4.6255
I -3.8148 3.5953 -6.4494
C -2.0179 2.9979 -4.0343
C -1.0167 3.8320 -4.5682
C 0.1654 4.0068 -3.9002
C 0.3645 3.3471 -2.6828
N -0.5534 2.5660 -2.1537
C -1.7304 2.3704 -2.8096
C -2.6519 1.4858 -2.1697
O -2.2676 0.9222 -1.0349
H -5.1474 1.7368 -4.4383
H -1.1909 4.3252 -5.5154
H 0.9506 4.6329 -4.2987
H 1.2894 3.4536 -2.1293
C 1.1504 0.2136 -1.0432
C 1.1563 -0.5510 -2.0468
C 1.0652 -1.4390 -3.0700
C 1.4356 -2.8382 -2.8411
C 1.5039 -3.3596 -1.5401
C 1.8806 -4.6712 -1.3068
C 2.1966 -5.5163 -2.3625
C 2.1396 -5.0163 -3.6563
C 1.7722 -3.7016 -3.8930
C 0.4470 -0.9537 -4.3113
C 0.6175 0.3763 -4.7270
C -0.0184 0.8704 -5.8540
C -0.8549 0.0608 -6.6110
C -1.0346 -1.2588 -6.2165
C -0.3961 -1.7580 -5.0933
H 1.2569 -2.7137 -0.7060
H 1.9200 -5.0393 -0.2881
H 2.4864 -6.5432 -2.1810
H 2.3968 -5.6528 -4.4946
H 1.7638 -3.3308 -4.9097
H 1.2848 1.0145 -4.1581
H 0.1566 1.8961 -6.1566
H -1.3500 0.4463 -7.4930
H -1.6877 -1.9093 -6.7861
H -0.5744 -2.7836 -4.7973
```



(3)
Density functional theory data (ωB97M-V/def2-TZVPD) for C38H26BrClCrF4NO4PS as an isolated structure at a distorted geometry.

Properties
* strongest force on any atom: 1.39 eV/Å
* charge: -1
* ΔE to the lowest compared entry with this formula, charge and spin: 1.400 eV
* multiplicity: 2
* HOMO level (spin up / spin down): -4.23 / -4.23 eV
* Kohn-Sham gap (spin up / spin down): 0.2296 / 0.2315 hartree
* LUMO level (spin up / spin down): 2.016 / 2.070 eV

XYZ file:
```
78
C38H26BrClCrF4NO4PS (ωB97M-V/def2-TZVPD)
Cr 0.3392 -0.2844 -0.6781
O 1.2100 -1.1355 3.1813
C 1.4993 -0.9329 2.0227
O 0.5868 -0.5645 1.1409
C 2.8956 -1.1582 1.5214
C 3.6786 -2.0561 2.2518
C 4.9583 -2.3875 1.8482
C 5.4660 -1.8106 0.6878
C 4.7119 -0.8997 -0.0289
C 3.4170 -0.5386 0.3732
S 2.5846 0.7052 -0.5511
H 3.2373 -2.4806 3.1451
H 5.5561 -3.0839 2.4242
H 6.4583 -2.0765 0.3390
H 5.1115 -0.4422 -0.9267
F 0.3040 7.2125 -1.7905
C 0.0068 6.0005 -1.3503
C -0.7033 5.8444 -0.1816
F -1.0975 6.9171 0.4963
C -1.0174 4.5770 0.2661
F -1.7589 4.5163 1.3680
C -0.6148 3.4266 -0.4057
P -0.9998 1.7295 0.2305
C -0.6967 1.9273 2.0192
C 0.4054 2.6664 2.4430
C 0.7015 2.7686 3.7936
C -0.0846 2.1128 4.7298
C -1.1431 1.3241 4.3069
C -1.4412 1.2200 2.9574
C -2.8246 1.8062 0.0147
C -3.7377 2.1661 1.0053
C -5.0972 2.1832 0.7294
C -5.5605 1.8578 -0.5377
C -4.6557 1.5429 -1.5386
C -3.2976 1.5209 -1.2621
C 0.0719 3.6188 -1.6044
Br 0.5668 2.1702 -2.6995
C 0.3772 4.8852 -2.0668
F 1.0263 5.0626 -3.2174
H 1.0424 3.1555 1.7138
H 1.5591 3.3491 4.1132
H 0.1512 2.1844 5.7849
H -1.7242 0.7598 5.0265
H -2.2444 0.5709 2.6350
H -3.3985 2.4551 1.9880
H -5.7959 2.4515 1.5127
H -6.6247 1.8572 -0.7437
H -5.0041 1.2954 -2.5338
H -2.5994 1.2823 -2.0488
C -1.7466 -0.7883 -3.3947
C -2.1549 -1.4219 -2.0938
C -3.2561 -2.2282 -1.9127
C -3.2254 -2.6716 -0.5694
C -2.1050 -2.1178 0.0151
C -1.6254 -2.4270 1.4055
N -1.4417 -1.3244 -0.9120
H -2.6364 -0.5038 -3.9645
H -1.1570 -1.4681 -4.0117
H -1.1345 0.0979 -3.2517
H -3.9921 -2.4785 -2.6682
H -3.9251 -3.3372 -0.0795
H -2.4520 -2.8479 1.9810
H -1.2474 -1.5601 1.9358
H -0.8177 -3.1693 1.3997
Cl 4.6112 -6.1466 -0.1579
C 3.6497 -4.9466 -0.9779
C 2.6210 -4.3221 -0.2961
C 1.8760 -3.3527 -0.9487
C 2.1472 -3.0194 -2.2683
C 3.1635 -3.6826 -2.9444
C 3.9280 -4.6433 -2.3014
C 1.3818 -1.9408 -2.9927
O 1.3189 -1.9133 -4.1992
O 0.8616 -1.0246 -2.2161
H 2.4168 -4.5805 0.7333
H 1.0597 -2.8753 -0.4194
H 3.3483 -3.4242 -3.9800
H 4.7326 -5.1538 -2.8141
```



(4)
Density functional theory data (ωB97M-V/def2-TZVPD) for C38H28BBrF6N8O5SbTi as an isolated structure.

Properties
* strongest force on any atom: 0.66 eV/Å
* charge: -1
* ΔE to the lowest compared entry with this formula, charge and spin: 1.715 eV
* multiplicity: 1
* HOMO level: -5.54 eV
* Kohn-Sham gap: 0.2326 hartree
* LUMO level: 0.790 eV

XYZ file:
```
89
C38H28BBrF6N8O5SbTi (ωB97M-V/def2-TZVPD)
Ti 1.2146 0.1009 0.0991
O -1.5315 1.2249 2.3184
C -1.1064 1.9343 3.2467
C 0.1440 2.6180 3.2465
C 0.3400 3.5579 4.2678
C 1.4992 4.2833 4.3121
C 2.5156 4.0883 3.3633
C 2.3544 3.1620 2.3715
C 1.1647 2.3921 2.2809
O 1.0421 1.5020 1.3801
N 1.6843 5.2707 5.3712
O 2.7192 5.9110 5.3735
O 0.7901 5.4102 6.1851
H -1.7481 2.0939 4.1175
H -0.4248 3.7235 5.0149
H 3.4234 4.6690 3.4432
H 3.1342 2.9618 1.6486
Br -6.3905 -4.7632 -0.1732
C -6.1883 -3.2746 -1.3284
C -6.5973 -3.3814 -2.6470
C -6.4594 -2.2845 -3.4795
C -5.8747 -1.1132 -3.0137
C -5.4847 -1.0134 -1.6825
C -5.6485 -2.0984 -0.8349
N -5.8494 -0.0260 -3.9554
N -4.8944 0.7544 -4.0732
C -3.6628 0.5993 -3.3532
C -3.2189 1.7052 -2.6777
C -2.0599 1.6681 -1.8919
C -1.3063 0.5173 -1.8022
O -0.2521 0.4498 -1.0241
C -1.6897 -0.6250 -2.5903
N -0.8799 -1.7113 -2.5468
C -1.1879 -2.7456 -3.2784
C -2.3070 -2.7868 -4.1371
C -3.1349 -1.7061 -4.1887
C -2.8626 -0.5772 -3.3802
H -7.0304 -4.3027 -3.0113
H -6.7992 -2.3244 -4.5070
H -5.0430 -0.1051 -1.2967
H -5.3459 -2.0332 0.1996
H -3.8113 2.6105 -2.7274
H -1.7493 2.5349 -1.3242
H -0.5184 -3.5987 -3.2128
H -2.4926 -3.6636 -4.7434
H -3.9882 -1.7014 -4.8528
B 3.3145 -0.0554 -2.9414
N 2.6537 -1.3348 -2.3417
C 2.8675 -2.5648 -2.8168
C 2.2976 -3.4877 -1.9571
C 1.7313 -2.7124 -0.9527
N 1.9549 -1.4198 -1.1973
N 2.5216 1.2260 -2.5518
C 2.3929 2.2948 -3.3431
C 1.9131 3.3563 -2.5944
C 1.7688 2.8268 -1.3175
N 2.1476 1.5463 -1.2974
H 3.2685 -0.1435 -4.1454
H 4.4510 0.0399 -2.5376
H 3.4159 -2.6951 -3.7346
H 2.2869 -4.5594 -2.0497
H 1.1534 -3.0014 -0.0925
H 2.6665 2.2277 -4.3822
H 1.6904 4.3542 -2.9279
H 1.3805 3.2911 -0.4260
C 3.8255 -2.3256 4.7716
C 2.5181 -2.1598 4.2719
C 2.3006 -1.4932 3.0979
C 3.3663 -0.9403 2.3339
C 3.1554 -0.2254 1.0982
C 4.2764 0.3250 0.5162
C 5.5803 0.1805 1.0445
C 5.7835 -0.5231 2.1908
C 4.6784 -1.0930 2.8668
C 4.8762 -1.7988 4.0803
H 3.9907 -2.8599 5.6993
H 1.6749 -2.5620 4.8201
H 1.2895 -1.3822 2.7413
H 4.1914 0.8802 -0.4074
H 6.4167 0.6276 0.5189
H 6.7771 -0.6509 2.6062
H 5.8896 -1.9038 4.4530
F 0.2913 -1.1491 1.0067
Sb -3.3313 0.0776 2.5096
F -3.0742 -1.4818 1.5076
F -3.7039 0.9512 0.8907
F -4.9783 -0.6103 3.0976
F -3.8339 1.6494 3.4557
F -2.3244 -0.6284 3.9301
```



(5)
Density functional theory data (ωB97M-V/def2-TZVPD) for C38H28BBrF6N8O5SbTi as an isolated structure.

Properties
* strongest force on any atom: 0.88 eV/Å
* charge: -1
* ΔE to the lowest compared entry with this formula, charge and spin: 1.444 eV
* multiplicity: 1
* HOMO level: -5.81 eV
* Kohn-Sham gap: 0.2593 hartree
* LUMO level: 1.244 eV

XYZ file:
```
89
C38H28BBrF6N8O5SbTi (ωB97M-V/def2-TZVPD)
Ti 0.3946 0.5710 0.2025
O -0.5418 -1.1391 -2.9934
C -0.3450 -0.3807 -3.9065
C -0.1956 1.0871 -3.8302
C -0.2094 1.7473 -5.0504
C -0.1851 3.1186 -5.1143
C -0.1805 3.8720 -3.9471
C -0.1400 3.2368 -2.7337
C -0.1067 1.8367 -2.6339
O 0.0420 1.3096 -1.4314
N -0.1919 3.7837 -6.4175
O -0.1846 5.0016 -6.4403
O -0.1962 3.0868 -7.4193
H -0.2825 -0.7767 -4.9445
H -0.2603 1.1735 -5.9677
H -0.2191 4.9504 -4.0122
H -0.1657 3.8082 -1.8185
Br -3.6092 -3.8004 5.1702
C -2.9750 -4.6208 3.5827
C -1.6420 -4.4855 3.2335
C -1.1793 -5.0714 2.0656
C -2.0410 -5.8078 1.2567
C -3.3665 -5.9624 1.6450
C -3.8458 -5.3533 2.7951
N -1.5870 -6.5678 0.1351
N -0.7493 -6.1206 -0.6671
C -0.3482 -4.7591 -0.6813
C 0.9728 -4.5504 -0.9993
C 1.5754 -3.2871 -0.9252
C 0.8309 -2.1915 -0.5568
O 1.3304 -0.9802 -0.4394
C -0.5533 -2.3728 -0.2814
N -1.2143 -1.2331 0.0566
C -2.5088 -1.3012 0.2511
C -3.2380 -2.4839 0.0217
C -2.5795 -3.6305 -0.3145
C -1.1697 -3.6228 -0.4006
H -0.9701 -3.9162 3.8605
H -0.1378 -4.9636 1.7855
H -4.0252 -6.5583 1.0223
H -4.8838 -5.4577 3.0834
H 1.5657 -5.4235 -1.2531
H 2.6198 -3.1463 -1.1740
H -3.0128 -0.4062 0.5750
H -4.3172 -2.4568 0.0980
H -3.1326 -4.5340 -0.5337
B -0.9866 2.1390 3.2314
N -0.5060 0.6465 3.2114
C -0.5915 -0.1507 4.2707
C -0.0740 -1.3989 3.9459
C 0.3099 -1.2736 2.6243
N 0.0431 -0.0318 2.1806
N -0.2204 2.9591 2.1482
C -0.1447 4.2884 2.1674
C 0.6314 4.7152 1.1027
C 0.9965 3.5453 0.4599
N 0.4717 2.4838 1.0896
H -0.6662 2.5809 4.3139
H -2.1752 2.1921 3.0479
H -1.0012 0.2168 5.1980
H 0.0214 -2.2633 4.5821
H 0.8019 -1.9954 1.9955
H -0.6503 4.8497 2.9381
H 0.8802 5.7279 0.8305
H 1.6344 3.4143 -0.3960
C 5.2090 2.7630 -1.9997
C 3.9903 2.2250 -2.4708
C 3.1506 1.5773 -1.6107
C 3.4399 1.4493 -0.2220
C 2.5034 0.8870 0.7121
C 2.9654 0.6485 1.9816
C 4.2701 1.0044 2.3953
C 5.1194 1.6488 1.5483
C 4.7178 1.8933 0.2129
C 5.5711 2.5703 -0.6984
H 5.8614 3.3024 -2.6775
H 3.7263 2.3206 -3.5181
H 2.2572 1.1089 -1.9884
H 2.3265 0.2066 2.7318
H 4.5757 0.7867 3.4129
H 6.1034 1.9699 1.8734
H 6.5290 2.9296 -0.3349
F -1.9102 1.4426 0.3304
Sb -3.4484 2.4360 -0.3263
F -4.1388 2.4061 1.4143
F -2.4433 3.9904 -0.0067
F -4.8985 3.4523 -0.9523
F -2.7367 2.3009 -2.0627
F -4.3560 0.8127 -0.6397
```



(6)
Density functional theory data (ωB97M-V/def2-TZVPD) for C38H28BrCdF4N3O2P as an isolated structure.

Properties
* strongest force on any atom: 0.26 eV/Å
* charge: +1
* ΔE to the lowest compared entry with this formula, charge and spin: 0.000 eV
* multiplicity: 1
* HOMO level: -9.65 eV
* Kohn-Sham gap: 0.2540 hartree
* LUMO level: -2.736 eV

XYZ file:
```
78
C38H28BrCdF4N3O2P (ωB97M-V/def2-TZVPD)
Cd -0.1488 -0.2026 -0.1972
C 1.8951 0.4056 -3.0266
O 0.7122 0.7659 -2.3154
C -0.3757 1.1961 -3.0470
C -0.4107 1.2140 -4.4304
C -1.5549 1.6691 -5.0781
C -2.6514 2.0959 -4.3471
C -2.6118 2.0715 -2.9599
C -1.4773 1.6286 -2.2976
N -1.3560 1.5394 -0.8860
N -2.1847 2.2526 -0.2398
C -2.1966 2.3078 1.1084
C -1.1795 1.7866 1.9718
O -0.1460 1.1382 1.5819
C -1.3053 2.0480 3.3823
C -2.3495 2.7328 3.8914
C -3.3886 3.2622 3.0592
C -4.4648 3.9743 3.6163
C -5.4494 4.4934 2.8154
C -5.3717 4.3065 1.4294
C -4.3304 3.6067 0.8674
C -3.3100 3.0671 1.6698
H 2.2375 1.2390 -3.6403
H 1.7228 -0.4714 -3.6546
H 2.6452 0.1819 -2.2727
H 0.4412 0.8933 -5.0122
H -1.5762 1.6922 -6.1593
H -3.5377 2.4534 -4.8538
H -3.4559 2.4008 -2.3707
H -0.5129 1.6645 4.0133
H -2.4149 2.9022 4.9603
H -4.5005 4.1077 4.6909
H -6.2761 5.0422 3.2453
H -6.1424 4.7177 0.7902
H -4.2862 3.4727 -0.2030
F 1.0219 -0.8445 6.6294
C 1.2309 -0.9921 5.3331
C 2.4897 -0.7916 4.8032
F 3.4998 -0.4564 5.5906
C 2.6916 -0.9583 3.4415
F 3.9411 -0.7942 3.0010
C 1.6630 -1.3023 2.5769
P 1.8985 -1.3808 0.7670
C 3.2994 -0.3187 0.3492
C 4.4469 -0.8212 -0.2546
C 5.4452 0.0533 -0.6639
C 5.2983 1.4183 -0.4674
C 4.1479 1.9177 0.1323
C 3.1416 1.0556 0.5330
C 2.3230 -3.1006 0.4410
C 3.3287 -3.7429 1.1655
C 3.6193 -5.0710 0.9070
C 2.9087 -5.7625 -0.0677
C 1.9052 -5.1300 -0.7847
C 1.6099 -3.7983 -0.5289
C 0.4039 -1.5275 3.1442
Br -1.0780 -2.1048 2.1235
C 0.1890 -1.3729 4.4981
F -1.0047 -1.5864 5.0369
H 4.5665 -1.8855 -0.4092
H 6.3392 -0.3362 -1.1324
H 6.0801 2.0963 -0.7827
H 4.0311 2.9826 0.2828
H 2.2354 1.4474 0.9875
H 3.8840 -3.2044 1.9243
H 4.3984 -5.5704 1.4668
H 3.1378 -6.8016 -0.2632
H 1.3498 -5.6745 -1.5364
H 0.8158 -3.3014 -1.0745
C -3.1938 -1.9011 -4.6190
C -2.9509 -2.7652 -3.3766
C -2.1513 -2.0523 -2.3852
N -1.5645 -1.4733 -1.5904
H -3.8252 -2.4461 -5.3173
H -2.2554 -1.6603 -5.1153
H -3.6869 -0.9677 -4.3526
H -2.4298 -3.6911 -3.6235
H -3.8892 -3.0386 -2.8913
```



The records above give, respectively, electronic energy values of -108001.21232, -71210.79601, -191491.85883, -178702.14694, -178702.41769, -143185.43960 eV.